[1]
Density functional theory data (ωB97M-V with the def2-TZVPD basis set) for C25H49NO2SSi2Sm as an isolated structure at a distorted geometry.

Calculated values
- HOMO-LUMO gap (spin up / spin down) (eV) = 6.66 / 6.66
- energy (eV) = -76790.3672
- net charge = +1
- spin multiplicity = 6

```
81
Properties=species:S:1:pos:R:3:forces:R:3
O 0.14979 2.39746 -3.64019 1.1 0.4 0.9
O -0.34502 0.83048 -5.35532 -1.1 -1.5 -2.3
C -0.80209 3.26779 -2.97334 -0.8 0.1 0.2
C -0.30093 3.97756 -1.73244 0.2 0.3 0.3
H -1.66667 2.64898 -2.70858 0.1 0.0 -0.1
H -1.13759 4.01871 -3.70340 0.2 -0.3 0.0
H -0.13656 3.33082 -0.86351 0.0 -0.1 -0.3
H -1.03664 4.71658 -1.39207 -0.1 -0.2 -0.3
H 0.60756 4.55016 -1.93510 0.0 -0.1 0.0
C 1.44358 2.10977 -2.99871 -0.4 0.1 -0.2
C 2.48886 2.81321 -3.84281 0.2 0.3 0.0
H 1.52877 1.01269 -3.00659 0.1 0.3 0.1
H 1.44219 2.45007 -1.95140 -0.1 -0.3 -0.5
H 2.36254 2.53276 -4.90106 0.2 0.1 0.3
H 3.51947 2.58779 -3.53532 -0.3 0.0 0.0
H 2.34218 3.90560 -3.76212 0.1 -0.5 -0.1
C 0.31345 -0.49375 -5.77916 -0.4 0.5 0.4
C -1.11812 1.46414 -6.51517 1.1 -0.4 0.9
C 1.78018 -0.53860 -5.47189 0.5 -0.1 0.2
H 0.13268 -0.61902 -6.85697 -0.1 0.3 0.5
H -0.25756 -1.23875 -5.21259 0.2 0.2 -0.3
H 2.34170 0.31382 -5.86686 -0.2 0.0 0.1
H 2.22466 -1.41972 -5.95105 -0.3 0.0 0.1
H 1.96204 -0.64406 -4.39985 0.0 0.1 -0.1
C -0.00977 2.05776 -7.34852 0.1 0.1 -0.4
H -1.79697 2.18431 -6.05234 0.2 -0.2 0.0
H -1.68151 0.64941 -6.99537 0.2 0.4 0.3
H 0.74559 2.51770 -6.68136 -0.5 0.0 -0.5
H -0.38581 2.81057 -8.04768 0.1 -0.2 0.0
H 0.48426 1.24999 -7.91104 -0.1 0.5 0.0
H 0.05494 1.60296 -4.75828 -0.2 -0.2 0.9
Sm -1.18438 -0.99861 -0.18984 -1.3 0.4 0.8
C -1.70798 -0.62434 -2.35015 0.3 1.3 -3.3
Si -3.24663 -0.85312 -3.38489 -0.1 0.3 0.8
H -0.91766 -0.97885 -3.06942 0.0 -0.1 0.5
H -1.59536 0.50431 -2.51455 0.1 -0.9 0.7
C -4.03433 0.82939 -3.78123 -0.1 -0.1 0.0
C -4.34167 -1.96114 -2.35170 -0.4 0.0 0.0
C -2.98418 -1.70446 -5.03352 0.0 -0.1 -0.3
C -3.32472 0.14280 0.39980 0.6 -0.1 0.0
Si -3.35058 -0.75728 2.03175 -1.2 1.4 -0.7
H -4.26065 0.07458 -0.18529 0.4 -0.1 0.4
H -3.03196 1.20732 0.42513 0.0 -0.3 0.2
C -4.95886 -1.73613 2.00237 0.0 -0.3 0.3
C -3.20016 0.44862 3.46248 0.0 -0.2 0.4
C -1.93268 -2.03478 2.29442 0.3 0.0 0.0
H -3.95799 -2.04992 -5.40947 0.2 0.0 0.0
H -2.32967 -2.57697 -4.93398 -0.1 0.0 0.0
H -2.55143 -1.04796 -5.79927 -0.1 -0.1 0.1
H -4.30252 1.36576 -2.85375 0.1 -0.2 -0.4
H -4.94714 0.69590 -4.39232 0.4 0.2 0.3
H -3.32040 1.45668 -4.35372 -0.3 -0.2 0.3
H -4.28085 -1.65958 -1.29493 -0.1 -0.1 -0.4
H -3.96121 -2.98891 -2.43858 -0.2 0.1 0.0
H -5.39100 -1.92068 -2.67287 0.1 -0.3 0.1
H -3.85726 1.31341 3.29397 0.2 -0.3 0.0
H -2.16876 0.81747 3.56635 -0.2 -0.1 0.0
H -3.48963 -0.01964 4.41495 0.1 0.2 -0.1
H -0.90110 -1.62853 2.33986 -0.3 -0.1 0.1
H -1.95874 -2.89947 1.60440 0.0 0.1 0.2
H -2.11873 -2.43483 3.30131 0.0 0.0 -0.3
H -5.34496 -1.86933 3.02339 0.0 -0.1 -0.3
H -4.81083 -2.73067 1.55478 -0.1 0.2 0.1
H -5.71876 -1.20662 1.40871 0.3 -0.1 0.2
S 2.03660 1.41632 2.22994 -0.1 0.2 0.2
C 0.66439 2.44231 2.35062 -0.6 -0.3 -0.6
C -0.33807 2.05381 1.46959 1.0 0.1 0.7
C 0.01951 0.92571 0.68182 -0.4 -0.6 -0.4
C 1.27311 0.44786 0.99705 0.1 0.6 0.3
C 1.95899 -0.67065 0.34421 -0.2 -0.7 -0.9
C 3.33206 -0.93809 0.46698 -0.1 0.0 0.0
C 3.90169 -1.97756 -0.26122 -0.4 0.1 0.0
C 3.10992 -2.72913 -1.14073 -0.3 -0.1 -0.1
C 1.74958 -2.43618 -1.23485 0.5 0.7 0.8
N 1.18385 -1.44832 -0.49184 1.6 -0.2 0.0
H 0.63549 3.27510 3.05102 0.1 -0.3 -0.1
H -1.30443 2.54923 1.40570 0.2 0.0 0.1
H 3.93028 -0.29996 1.12070 -0.1 -0.3 -0.2
H 4.96175 -2.20287 -0.15440 -0.2 0.1 0.0
H 3.53478 -3.53727 -1.73904 -0.1 0.3 0.2
H 1.08299 -2.98928 -1.90935 0.3 0.2 0.3
```
Positions in Å, forces in eV/Å.

[2]
Density functional theory data (ωB97M-V with the def2-TZVPD basis set) for a 3-piece molecular cluster, C25H50BO6 overall.

Calculated values
- HOMO-LUMO gap (eV) = 6.70
- energy (eV) = -39701.1736
- net charge = -1

```
82
Properties=species:S:1:pos:R:3:forces:R:3
C 6.65740 -2.07396 1.99407 0.1 0.1 -0.1
C 6.97039 -0.94330 2.97452 0.1 0.0 -0.3
C 6.28059 0.37366 2.61453 0.0 -0.1 0.2
C 6.71789 0.94146 1.27007 -0.1 0.0 0.0
C 6.14491 2.33086 1.00635 0.1 0.0 0.2
C 6.72822 3.10034 -0.19700 -0.2 -0.1 -0.1
C 7.24631 2.29329 -1.39945 -0.2 0.1 -0.1
C 6.14453 1.73857 -2.33018 0.3 -0.1 0.0
C 5.72045 0.27779 -2.08233 -0.3 0.1 -0.2
C 4.35352 0.11636 -1.41042 0.2 0.0 0.1
C 3.84917 -1.33401 -1.39879 0.2 -0.1 -0.1
C 2.84256 -1.68280 -2.51807 0.1 -0.2 0.0
C 1.65445 -2.53049 -2.03000 0.1 0.3 -0.1
B 0.64968 -1.87977 -0.94891 -0.3 -0.6 0.3
O 1.25981 -1.50032 0.37721 0.0 0.0 0.0
C 0.29899 -0.68431 0.95468 0.1 0.1 0.1
C -0.45399 0.02238 -0.22003 0.0 0.0 -0.2
C -0.14063 1.53238 -0.22535 -0.1 0.0 -0.2
C 1.26386 1.83801 -0.72461 -0.1 0.3 -0.1
C -1.98234 -0.26159 -0.21257 -0.2 0.1 -0.2
C -2.89919 0.74318 0.41878 0.0 -0.2 0.0
O -3.92704 1.14582 -0.05429 -0.1 0.2 -0.2
O -2.54625 1.17724 1.65078 0.0 0.0 0.4
O 0.05047 -0.58394 -1.37970 0.0 0.2 0.1
H 7.06330 -3.02578 2.34249 -0.1 0.0 0.0
H 5.58023 -2.17573 1.84023 0.0 -0.1 0.1
H 7.10247 -1.87551 1.01461 -0.1 0.0 0.1
H 6.68693 -1.24329 3.98709 0.0 0.0 0.0
H 8.05409 -0.76740 2.97299 -0.1 -0.1 0.1
H 6.49119 1.10375 3.40452 -0.1 0.0 0.0
H 5.19635 0.21053 2.60801 0.0 0.1 0.0
H 6.37755 0.26851 0.48248 0.2 0.0 0.0
H 7.81442 0.96210 1.23261 0.0 0.0 0.0
H 6.31599 2.93087 1.90864 -0.1 0.1 -0.1
H 5.05807 2.25057 0.91051 0.0 -0.1 0.0
H 5.93227 3.74246 -0.59161 0.1 0.1 0.1
H 7.51136 3.78157 0.14789 0.1 -0.2 0.0
H 7.87623 2.97592 -1.98062 0.0 0.0 0.0
H 7.90203 1.47505 -1.08948 0.0 0.0 0.1
H 5.27067 2.39576 -2.26901 0.0 -0.1 0.0
H 6.50536 1.81419 -3.36092 0.0 0.0 0.1
H 6.48098 -0.24142 -1.49266 0.1 0.0 0.0
H 5.67602 -0.24945 -3.04282 0.0 0.0 0.1
H 3.64051 0.75358 -1.93935 0.0 0.0 0.1
H 4.40961 0.50330 -0.38619 0.0 0.0 -0.1
H 3.40352 -1.56943 -0.43427 -0.1 0.1 0.0
H 4.72699 -1.98661 -1.50744 -0.1 0.0 0.1
H 3.38051 -2.22973 -3.30519 -0.1 0.1 -0.1
H 2.47419 -0.76602 -2.99172 -0.1 0.0 0.1
H 2.03494 -3.48450 -1.64237 0.0 0.0 0.0
H 1.03551 -2.78461 -2.90123 0.0 -0.1 0.0
H -0.28796 -2.72579 -0.71067 0.2 0.3 -0.1
H 0.75621 0.06660 1.62009 0.1 -0.1 0.0
H -0.41242 -1.26968 1.57035 0.0 0.0 -0.1
H -0.87233 2.06928 -0.84228 0.0 -0.1 0.0
H -0.23242 1.92878 0.79060 -0.2 0.0 0.0
H 1.38891 1.49389 -1.75104 0.0 -0.1 0.1
H 1.42864 2.92136 -0.70606 0.1 -0.1 0.0
H 2.01944 1.36754 -0.09476 0.0 -0.1 -0.1
H -2.29403 -0.36609 -1.25115 0.0 0.0 0.1
H -2.18710 -1.21610 0.28211 0.1 -0.1 -0.1
H -1.77285 0.68221 1.95036 0.1 0.1 0.0
C -8.78520 -0.72381 -0.53351 -0.1 0.1 -0.1
C -8.40004 0.68866 -0.16315 0.0 -0.1 0.0
O -9.09871 1.62952 -0.47141 0.0 0.0 0.0
C -7.11876 0.85681 0.60881 -0.1 0.1 -0.1
H -9.72206 -0.72082 -1.08414 0.0 0.0 0.0
H -8.00464 -1.17962 -1.14475 0.1 0.0 0.1
H -8.90567 -1.32959 0.36574 0.1 0.0 0.0
H -6.27272 0.47085 0.03944 0.0 0.0 0.0
H -7.17852 0.30177 1.54733 0.1 -0.1 0.0
H -6.94416 1.90855 0.81859 0.0 0.0 0.0
C -13.14051 -2.07047 1.99721 0.1 -0.1 0.0
C -12.53532 -1.72717 0.65580 0.0 0.1 0.0
O -11.64462 -2.38452 0.17497 0.0 -0.1 0.0
C -13.09245 -0.51287 -0.04746 0.1 -0.1 -0.1
H -12.65571 -2.95528 2.40199 0.0 0.0 0.0
H -13.01306 -1.23587 2.68851 -0.1 0.0 0.0
H -14.21020 -2.25733 1.88815 0.0 0.1 0.0
H -12.96047 0.37311 0.57558 0.0 0.0 0.0
H -14.16084 -0.64311 -0.22967 0.0 0.0 0.0
H -12.57546 -0.36628 -0.99212 0.0 0.0 0.0
```
Positions in Å, forces in eV/Å.

What is the formula in the first record? C25H49NO2SSi2Sm